Entry from the OMol25 dataset: a 8-piece molecular cluster, C43H36F7O3 overall (ωB97M-V/def2-TZVPD).

```
89
Properties=species:S:1:pos:R:3:forces:R:3
O -1.08263 1.43191 -0.76131 1.37 -0.62 -0.45
C -0.62955 0.49245 -1.60718 -1.90 1.09 -1.20
O -1.10662 -0.65402 -1.45073 0.89 -0.80 -0.07
O -0.03503 0.73733 -2.65346 0.61 -0.22 0.17
H -1.32173 0.78086 -0.09757 -0.97 0.53 1.75
F -1.72123 0.78796 1.88806 -0.16 0.47 0.72
C -1.89852 -0.05378 2.94570 -0.02 -2.30 0.18
C -2.94500 0.09022 3.87602 0.80 1.29 -2.09
C -3.26503 -0.90716 4.75955 1.00 -1.35 -0.15
C -2.51306 -2.11001 4.70847 0.46 0.87 0.04
C -1.45244 -2.24911 3.78767 -0.56 0.45 1.27
C -1.12369 -1.22712 2.92719 -0.57 0.82 -0.15
H -3.50734 1.00600 3.76869 -0.25 0.08 0.31
H -4.08027 -0.72957 5.44530 0.05 -0.28 0.16
H -2.61447 -2.85493 5.48385 -0.38 -0.20 -0.13
H -0.78516 -3.09825 3.79809 -0.28 -0.30 0.09
H -0.29355 -1.40324 2.25917 -0.02 0.41 -0.30
F 1.70571 1.20082 2.94977 0.26 0.50 -0.45
C 1.73693 2.56499 2.88027 -0.33 -0.72 0.25
C 0.86703 3.23567 2.06810 0.37 0.72 -0.49
C 0.85137 4.63483 2.19249 -0.47 -0.63 -0.21
C 1.61196 5.29542 3.14424 -1.09 0.15 -0.82
C 2.47525 4.57635 3.93470 -0.20 1.36 -0.32
C 2.57499 3.23223 3.72459 1.10 -0.75 1.75
H 0.37306 2.70010 1.27088 -0.53 0.09 0.19
H 0.16911 5.19368 1.56911 0.04 0.07 -0.16
H 1.44517 6.35885 3.23200 0.29 0.10 0.22
H 2.99376 5.15501 4.68484 0.50 -0.52 0.16
H 3.26527 2.69531 4.35833 -0.04 -0.41 -0.04
F -1.59652 -3.64408 -1.96787 0.54 0.04 -0.96
C -2.04134 -4.01522 -0.78583 -1.58 -0.72 0.72
C -2.76505 -3.11042 -0.05041 -0.15 0.07 1.40
C -3.31414 -3.50669 1.20639 0.85 0.17 -1.54
C -3.04475 -4.77639 1.66942 0.37 -0.49 -0.19
C -2.31835 -5.70983 0.87651 -1.47 0.94 1.05
C -1.97377 -5.35857 -0.39935 1.27 0.22 -0.38
H -2.83623 -2.09464 -0.41031 -0.22 0.04 -0.04
H -3.90739 -2.79422 1.76033 0.02 -0.02 0.16
H -3.41373 -5.06798 2.64165 0.04 -0.11 0.10
H -2.15060 -6.69186 1.29349 0.02 -0.16 -0.27
H -1.53218 -6.07883 -1.07213 0.17 -0.01 -0.09
F 2.23275 0.04479 -4.67192 1.97 0.58 1.00
C 3.44984 0.45768 -4.12638 1.19 0.08 0.01
C 3.52649 1.15311 -2.90828 -1.73 -0.83 -1.18
C 4.73548 1.58381 -2.42089 0.44 0.11 0.04
C 5.88270 1.49724 -3.18962 -0.43 0.28 -1.97
C 5.84778 0.82889 -4.44466 -0.80 0.10 1.28
C 4.65853 0.19797 -4.83001 -1.75 0.14 0.40
H 2.57691 1.42528 -2.47169 0.02 -0.15 0.48
H 4.81809 2.06182 -1.45597 -0.32 0.31 -0.01
H 6.62303 2.26574 -3.02318 0.74 -0.61 0.43
H 6.71807 0.84825 -5.08389 0.01 -0.24 -0.04
H 4.48521 -0.46389 -5.66566 0.65 0.19 -0.49
F -0.49577 5.52646 -3.17825 0.54 -0.61 0.46
C 0.58937 5.20805 -2.44487 3.86 1.67 1.77
C 1.62451 6.28960 -2.22105 -3.05 -2.22 -1.99
C 2.75658 6.05695 -1.49411 -0.47 -1.21 1.86
C 2.84341 4.87872 -0.72337 -1.54 -1.64 -1.38
C 1.91745 3.76066 -0.97472 2.52 3.50 0.69
C 0.84892 3.95338 -1.83566 -1.29 0.77 -0.47
H 1.45794 7.21859 -2.74606 -0.02 0.12 -0.01
H 3.50569 6.80487 -1.27997 -0.11 0.32 -0.36
H 3.60080 4.87714 0.04654 0.14 -0.61 -0.03
H 2.08734 2.85130 -0.41741 -0.29 -0.12 -0.13
H 0.14252 3.13719 -1.87071 -0.18 0.15 -0.54
F -3.07574 -1.00533 -3.31497 -0.50 -0.18 -0.55
C -4.27909 -1.02261 -2.68986 1.74 1.02 -0.10
C -5.12615 -2.08826 -2.88118 1.64 -0.26 -0.57
C -6.20500 -2.18532 -2.07861 -1.93 1.43 1.66
C -6.51006 -1.11000 -1.18067 0.21 -2.15 -0.80
C -5.62863 -0.05798 -1.09100 -2.22 1.35 0.54
C -4.52424 0.05204 -1.85111 0.79 -0.79 -1.12
H -4.83859 -2.84083 -3.60045 -0.02 -0.11 0.00
H -6.89147 -3.01470 -2.16393 -0.02 -0.07 0.02
H -7.42839 -1.19977 -0.61942 0.05 0.33 0.18
H -5.90134 0.89004 -0.65138 -0.36 -0.24 0.90
H -4.00606 0.99942 -1.83222 0.63 -0.34 -0.22
F 1.02167 -2.61143 -1.46702 1.28 -0.64 1.44
C 1.74345 -3.11438 -0.38750 -0.75 -0.37 -0.70
C 1.59996 -4.44203 -0.02123 -1.90 -0.14 -2.41
C 2.23986 -4.99211 1.01751 0.76 -0.21 0.93
C 3.09808 -4.18652 1.71778 0.96 -0.05 1.77
C 3.25828 -2.84918 1.41947 0.68 -0.18 -0.30
C 2.62287 -2.33426 0.32197 -0.78 1.01 -1.47
H 1.02924 -5.16636 -0.58339 -0.54 0.55 -0.47
H 2.05122 -6.03716 1.21419 0.35 -0.03 0.29
H 3.69352 -4.60167 2.51747 -0.03 -0.05 0.22
H 3.98186 -2.20868 1.90174 0.03 -0.21 0.35
H 2.84131 -1.37026 -0.11320 -0.01 0.38 0.41
```
Positions in Å, forces in eV/Å.

Calculated values
**Spin multiplicity**: 2
**Orbital gap (spin up / spin down)**: 9.28 / 5.40 eV
**Total charge**: 0
**⟨S²⟩**: 0.76



Entry from the OMol25 dataset: C43H37BBrF5HgN11O3S as an isolated structure (ωB97M-V/def2-TZVPD).

```
103
Properties=species:S:1:pos:R:3:forces:R:3
Hg 1.48557 2.26091 -0.91267 0.22 0.01 0.06
Br -0.35641 -2.64941 4.51415 1.72 0.93 0.31
C 0.69284 -1.57922 3.32186 0.26 0.12 0.13
C 0.42887 -0.22062 3.20877 0.20 0.09 0.15
C 1.14590 0.53783 2.30470 -0.01 0.00 0.25
C 2.14135 -0.03190 1.48566 0.04 0.05 -0.15
C 2.40877 -1.40606 1.65843 0.02 -0.02 0.02
C 1.68667 -2.17305 2.56137 0.04 0.05 0.13
N 2.71281 0.75677 0.52624 0.11 -0.03 0.02
C 3.93159 0.51831 0.02825 -0.23 -0.07 0.10
C 4.39363 1.13775 -1.16019 -0.09 0.12 -0.23
C 5.69503 0.88136 -1.65763 -0.06 -0.02 0.08
C 6.08431 1.40979 -2.85786 -0.03 0.08 -0.12
C 5.18652 2.20174 -3.59173 0.10 -0.07 0.04
C 3.93839 2.43472 -3.05444 -0.02 0.07 0.15
N 3.55266 1.94139 -1.87484 0.12 -0.18 0.10
H -0.33707 0.23969 3.82098 0.00 0.03 -0.01
H 0.93361 1.59595 2.18899 -0.01 -0.03 -0.01
H 3.15801 -1.88080 1.03769 0.00 -0.03 -0.01
H 1.88612 -3.23246 2.65939 0.02 -0.02 -0.02
H 4.62852 -0.13848 0.54642 0.00 -0.03 0.02
H 6.36078 0.25394 -1.07761 0.01 0.01 0.01
H 7.07920 1.21407 -3.23930 -0.01 0.00 0.00
H 5.45003 2.64127 -4.54241 0.02 -0.01 0.00
H 3.21992 3.05306 -3.57893 -0.02 0.00 0.03
C -5.45800 0.17264 3.04077 0.01 -0.03 -0.01
C -4.03339 0.29579 3.56113 -0.03 0.00 -0.08
N -3.04034 0.25648 2.49190 -0.02 0.04 0.06
C -2.64760 1.43566 1.92696 0.07 -0.04 0.11
C -1.69287 1.59064 0.98185 -0.15 -0.11 -0.18
C -1.35883 3.04041 0.61942 0.10 -0.07 0.15
O -2.24843 3.86418 0.81725 -0.03 0.01 -0.09
O -0.16847 3.27894 0.25022 0.00 0.05 -0.17
C -1.05392 0.40738 0.45255 0.06 -0.12 0.30
O -0.15913 0.36223 -0.38395 -0.21 0.15 -0.36
C -1.50635 -0.87335 1.04997 -0.15 0.05 -0.23
C -0.86646 -2.03848 0.64570 -0.06 0.02 -0.21
C -1.18454 -3.23161 1.22714 -0.13 0.03 0.06
F -0.47681 -4.34206 0.89752 0.02 0.00 -0.01
C -2.18365 -3.32395 2.19477 -0.14 -0.12 -0.44
C -2.84725 -2.17226 2.57507 -0.21 0.06 -0.19
C -2.48109 -0.92643 2.05189 -0.12 -0.11 -0.05
N -2.53808 -4.55021 2.82504 -0.06 0.08 0.17
C -2.35795 -4.64159 4.26684 -0.48 -0.56 0.11
C -3.57043 -5.40153 4.83624 -0.01 -0.06 -0.09
N -4.17520 -6.15508 3.68335 0.02 -0.01 -0.02
C -3.10790 -6.89279 2.92814 -0.01 0.05 0.00
C -2.25353 -5.83012 2.19633 -0.05 0.06 0.03
H -6.17048 0.19649 3.86649 0.00 0.00 -0.01
H -5.59520 -0.75775 2.48624 0.00 0.00 0.01
H -5.68666 0.99910 2.36782 0.00 -0.01 0.00
H -3.80311 -0.49080 4.27932 0.03 0.02 0.03
H -3.90093 1.24033 4.08609 -0.01 0.02 0.00
H -3.13100 2.32739 2.30787 -0.02 0.00 -0.02
H -0.07625 -1.96612 -0.09233 -0.03 0.00 0.02
H -3.64654 -2.25340 3.30044 0.04 -0.03 0.01
H -2.28278 -3.65051 4.70554 -0.55 -0.39 -0.03
H -1.43058 -5.17362 4.51148 -0.06 0.01 0.05
H -4.34064 -4.73785 5.22463 -0.02 0.01 -0.02
H -3.29260 -6.12165 5.60273 -0.04 -0.03 0.00
H -4.51680 -5.43001 3.04276 -0.07 -0.03 0.01
H -4.94367 -6.75542 3.97360 0.03 -0.03 0.01
H -3.58245 -7.59028 2.24296 -0.01 0.00 -0.01
H -2.53251 -7.45338 3.66159 -0.02 -0.01 0.02
H -2.52222 -5.77957 1.14318 -0.01 0.01 0.00
H -1.20286 -6.12149 2.26479 0.02 -0.01 -0.01
S -2.64639 -0.92690 -7.16082 -0.05 -0.04 -0.06
N -2.65496 0.54212 -6.48719 0.06 -0.01 0.04
C -1.71173 0.54270 -5.56122 0.01 0.07 0.10
C -1.38910 1.65342 -4.67720 -0.23 -0.06 -0.26
C -2.04724 2.88401 -4.74014 0.01 0.00 0.00
C -1.72152 3.85445 -3.82488 0.04 -0.06 0.02
C -0.74623 3.56794 -2.86715 -0.05 0.03 -0.07
N -0.09382 2.41470 -2.83088 -0.12 0.38 0.23
C -0.40001 1.46613 -3.71678 0.19 -0.21 0.08
C 0.35882 0.19663 -3.64757 0.01 0.11 0.09
N 1.34374 0.12831 -2.75240 0.04 -0.05 -0.06
C 2.06181 -0.97384 -2.66933 -0.03 -0.08 -0.05
C 1.83626 -2.09144 -3.47817 -0.02 0.06 0.01
C 0.81645 -2.03454 -4.40227 -0.01 -0.05 0.01
C 0.05571 -0.87013 -4.49662 -0.10 -0.08 -0.18
C -1.02336 -0.70040 -5.45903 0.12 0.02 0.11
N -1.45977 -1.61670 -6.30495 0.04 0.05 0.01
H -2.79588 3.04281 -5.50550 -0.01 0.01 0.02
H -2.19319 4.82621 -3.82734 -0.01 -0.01 0.00
H -0.48285 4.29539 -2.11234 0.00 -0.01 0.00
H 2.85637 -0.96999 -1.92784 -0.02 0.00 -0.03
H 2.46313 -2.96744 -3.38165 -0.02 -0.01 0.01
H 0.59123 -2.86389 -5.06082 0.03 0.00 0.00
N 3.39915 5.09056 -0.20751 -0.03 -0.03 0.02
C 4.26762 5.77811 0.54836 0.02 -0.03 0.02
C 4.40319 5.08469 1.73233 0.00 -0.06 -0.02
C 3.55979 3.96945 1.58078 0.03 0.01 0.08
N 2.95498 3.98869 0.40400 -0.02 0.07 -0.09
H 3.06394 5.29309 -1.14273 0.01 0.01 -0.04
H 4.72168 6.68698 0.19278 -0.02 0.00 -0.02
H 5.02594 5.33753 2.57265 -0.01 0.01 0.00
H 3.37359 3.15768 2.26683 -0.01 0.00 -0.03
F 1.23374 6.58718 -3.61947 0.03 -0.04 -0.03
B 2.15687 5.55421 -3.52673 -0.15 -0.05 -0.05
F 1.77565 4.69610 -2.42601 0.06 -0.01 0.08
F 3.43958 6.03202 -3.22147 0.03 0.02 0.01
F 2.16660 4.77135 -4.68828 0.05 0.04 0.05
```
Positions in Å, forces in eV/Å.

Calculated values
**Spin multiplicity**: 2
**Orbital gap (spin up / spin down)**: 3.11 / 5.50 eV
**Total charge**: 0
**⟨S²⟩**: 0.77



Number 1: molecular weight 733.74 u, E -70334.6099 eV. Number 2: molecular weight 1174.21 u, E -167046.7510 eV.